246
Properties=species:S:1:pos:R:3:mulliken_charge:R:1 method="wB97M-V/def2-TZVPD" lumo_energy_ev=-9.85 total_charge=+5
C -2.6487 16.4000 33.0784 -0.55
C -2.0553 15.3621 32.1901 0.40
C -2.3191 13.9685 32.7284 -1.44
N -1.7243 12.7777 32.0042 1.84
C -0.1925 12.9264 32.0937 -0.65
C -2.1029 12.7822 30.5880 -0.56
C -2.0214 11.2212 30.2898 -1.04
C -2.5408 10.5400 31.5538 -0.46
C -2.1923 11.5319 32.6846 -0.77
H -2.1836 16.3648 34.0979 0.05
H -3.7222 16.4471 33.1499 0.58
H -2.4418 17.3452 32.6634 -0.68
H -0.9637 15.5813 32.1835 -0.02
H -2.3056 15.5189 31.1347 0.44
H -3.4049 13.8547 32.6315 0.45
H -1.9365 13.9834 33.7512 0.56
H 0.0364 13.8657 31.5582 -0.40
H 0.3053 12.1040 31.6475 0.55
H 0.2348 12.8985 33.0940 0.16
H -1.4034 13.4215 30.0516 0.03
H -3.1453 13.1302 30.5421 0.48
H -0.9667 10.9105 30.0922 0.04
H -2.5677 10.9785 29.3915 0.89
H -2.0842 9.5789 31.7564 0.52
H -3.6041 10.5257 31.3773 0.25
H -1.3923 11.1945 33.3117 -0.20
H -2.9791 11.7920 33.3411 0.36
C -2.6652 8.9268 36.6096 -1.02
N -1.2140 8.8438 36.6947 0.34
C -0.5571 10.0727 36.3419 -0.17
C 0.5092 10.5812 37.1920 -1.31
C 1.1183 9.6485 38.0027 1.57
C 0.5111 8.3804 38.2214 -1.03
C -0.6672 8.0814 37.6710 -1.00
C 2.5742 9.8789 38.3573 0.82
C 3.4993 10.3033 37.3427 -0.22
C 4.8222 10.0515 37.5514 -0.68
N 5.2479 9.5446 38.7593 0.19
C 4.4357 9.2213 39.7200 -0.09
C 3.0787 9.4349 39.6223 -1.04
C 6.6665 9.4413 39.0502 -0.96
H -3.0261 9.3233 35.6507 0.21
H -2.9676 9.6210 37.3938 0.44
H -3.2464 8.0044 36.8115 0.37
H -1.3498 10.7320 35.9806 0.60
H 0.9692 11.4944 36.8305 0.55
H 0.9991 7.6419 38.8288 0.46
H -1.2193 7.1669 37.8803 0.47
H 3.2044 10.4586 36.3307 0.22
H 5.6253 10.2885 36.8216 0.34
H 4.7857 8.6561 40.5489 0.48
H 2.3409 9.0565 40.3712 0.49
H 7.2989 9.9647 38.2706 0.29
H 7.0135 8.4098 39.1859 0.37
H 6.9064 9.9192 40.0099 0.41
C 1.3333 23.5261 44.6397 -0.83
N 0.9270 23.1384 43.2591 -0.01
C 1.6689 23.4312 42.2157 -0.38
C 1.3170 22.9186 40.9220 -0.53
C 0.2254 22.0616 40.7760 0.60
C -0.4959 21.7907 41.9364 -0.75
C -0.0692 22.2803 43.1313 -0.06
C -0.0472 21.4536 39.4699 0.65
C -0.2429 22.3212 38.3890 -0.60
C -0.2087 21.8955 37.0706 -0.26
N -0.1639 20.5906 36.8442 0.31
C -0.1957 19.7038 37.8664 -0.18
C -0.1804 20.1136 39.1849 -0.92
C -0.0369 19.9136 35.5533 -0.88
H 2.1747 22.8172 44.8915 0.38
H 0.5271 23.3713 45.2426 0.30
H 1.6890 24.5914 44.6733 0.34
H 2.5136 24.0632 42.3801 0.47
H 1.9668 23.1736 40.0686 0.47
H -1.3085 21.0950 42.0089 0.47
H -0.5664 22.0048 44.0089 0.42
H -0.3271 23.3886 38.4811 0.52
H -0.0373 22.6665 36.2392 0.43
H -0.2077 18.6516 37.5901 0.48
H -0.1056 19.3644 39.9829 0.52
H -0.6983 20.3484 34.7994 0.41
H -0.2139 18.8437 35.6738 0.08
H 0.9958 19.9959 35.3363 0.45
C -9.8322 15.0033 32.9174 -1.06
N -10.8260 14.1618 33.5857 0.24
C -11.5184 14.6442 34.6924 -0.46
C -12.4688 13.8885 35.1678 -0.69
C -12.6543 12.5975 34.6272 0.69
C -11.9983 12.1785 33.5119 -0.84
C -11.0069 12.9888 33.0233 -0.08
C -13.5212 11.6387 35.3588 0.35
C -14.9079 11.6763 35.2468 -0.36
C -15.6540 10.7076 35.7987 -0.27
N -15.0556 9.7266 36.5180 0.04
C -13.7298 9.7320 36.7267 -0.35
C -12.9252 10.6648 36.1168 -0.35
C -15.7971 8.7225 37.3115 -0.85
H -10.3606 15.6107 32.1581 0.30
H -9.1453 14.3566 32.4262 0.39
H -9.4039 15.5490 33.7229 0.37
H -11.2004 15.5529 35.1596 0.41
H -13.1599 14.2316 35.9064 0.55
H -12.1438 11.2119 33.0562 0.66
H -10.3322 12.7645 32.2319 0.47
H -15.4039 12.5213 34.6706 0.44
H -16.7903 10.6553 35.7992 0.36
H -13.3869 8.9284 37.3536 0.42
H -11.8069 10.5733 36.1801 0.34
H -15.9785 9.2385 38.2945 0.39
H -15.2408 7.7921 37.4720 0.30
H -16.7393 8.6632 36.8435 0.30
C 6.3104 15.2509 31.5492 -0.78
N 6.1808 15.4007 30.0822 0.20
C 7.0593 14.7910 29.2468 -0.30
C 6.7930 14.8241 27.9265 -0.88
C 5.6736 15.4951 27.4934 0.96
C 4.8378 16.1646 28.3122 -0.54
C 5.0808 16.0569 29.6533 -0.61
C 5.1539 15.1508 26.1357 0.90
C 4.6438 16.1741 25.3091 -0.70
C 4.1704 15.8327 24.0465 -0.37
N 4.1473 14.5579 23.5860 0.11
C 4.6066 13.6009 24.4074 -0.34
C 5.1999 13.8728 25.5996 -0.34
C 3.6756 14.3378 22.2176 -0.80
H 7.1117 14.5636 31.7625 0.29
H 5.3578 14.8677 31.9736 0.23
H 6.5133 16.2716 31.9253 0.38
H 7.8106 14.2306 29.8073 0.37
H 7.4334 14.2048 27.3639 0.74
H 3.8967 16.6248 27.9118 0.13
H 4.3811 16.3239 30.4471 0.50
H 4.6006 17.2095 25.6237 0.61
H 3.8792 16.6042 23.3569 0.43
H 4.4789 12.5575 24.0280 0.41
H 5.5618 13.0683 26.1933 0.19
H 4.1007 13.3733 21.9903 0.31
H 4.1032 15.1983 21.6696 0.35
H 2.5681 14.3926 22.0608 0.29
C -3.2378 22.0485 27.9056 -0.64
N -3.6115 21.5921 29.1959 0.27
C -4.1051 22.5609 30.1036 -0.67
C -4.5908 22.2180 31.2914 -0.77
C -4.4360 20.8958 31.8220 1.43
C -3.9498 20.0015 30.9007 -0.80
C -3.6063 20.2976 29.5649 -0.35
C -4.5779 20.5739 33.2482 0.25
C -3.7554 19.6623 33.9435 -0.07
C -4.0475 19.3256 35.2540 -0.52
N -5.1747 19.8076 35.7934 0.19
C -5.9763 20.7677 35.1822 -0.67
C -5.7300 21.1507 33.8961 -0.77
C -5.4678 19.3848 37.2124 -0.96
H -2.5069 21.4160 27.3907 0.14
H -2.8537 23.0370 27.9518 0.32
H -4.1705 22.1217 27.2881 0.36
H -4.0321 23.5607 29.8062 0.45
H -4.9816 22.9749 31.9953 0.38
H -3.7903 18.9137 31.0992 0.27
H -3.0941 19.5880 28.8943 0.72
H -2.8102 19.3067 33.4882 0.61
H -3.5002 18.5269 35.7373 0.87
H -6.8927 21.0054 35.6709 0.40
H -6.4003 21.8269 33.3472 0.57
H -5.4143 20.1362 38.0287 0.31
H -4.8003 18.5506 37.4306 0.31
H -6.4949 19.0322 37.1608 0.39
N -1.4860 16.6079 36.9995 0.91
O -0.2418 16.7508 36.7273 -0.66
O -2.2362 17.6592 36.8448 -0.53
O -1.8875 15.5419 37.3513 -0.67
C 2.7701 13.3806 29.4794 0.80
O 3.8134 12.9425 28.5740 -0.06
O 3.2355 14.0559 30.5494 -0.92
C 1.7603 14.2619 28.7143 0.25
F 0.9047 14.5939 29.6319 -0.41
F 2.2174 15.4366 28.2015 -0.20
F 1.1343 13.6830 27.7379 -0.35
C 4.5823 11.9433 29.2260 -0.01
C 5.4576 11.1771 28.2413 -1.39
H 6.2873 11.7082 27.8414 0.24
H 5.9332 10.2756 28.7180 0.37
H 4.8912 10.8593 27.3851 0.38
H 3.9131 11.2501 29.7239 0.31
H 5.1552 12.5136 29.9231 0.12
H 2.1599 12.3715 29.5543 -0.03
C -0.1200 19.8689 30.5217 -0.31
O 0.2745 20.0263 29.0187 -0.46
O -1.3907 20.2830 30.8040 -0.52
C -0.1205 18.3700 30.8637 0.79
F 0.6956 17.4622 30.2771 -0.11
F -0.0187 18.0669 32.2379 -0.29
F -1.3293 17.9501 30.6431 -0.21
C -0.4979 19.5837 27.9669 0.40
C 0.1775 18.5672 27.0047 -1.28
H -0.5344 18.3133 26.2593 0.45
H 1.0638 18.9697 26.5377 0.35
H 0.3567 17.6255 27.5685 0.13
H -0.7570 20.4931 27.3377 0.27
H -1.4349 19.1803 28.2720 -0.26
H 0.7737 20.3069 31.0639 0.10
C -9.1518 10.3331 34.5750 -0.21
O -7.8007 10.1013 34.3248 -0.34
O -9.4998 11.7206 34.4851 -0.64
C -9.9395 9.2722 33.5792 0.97
F -10.8420 8.6354 34.4252 -0.28
F -10.4796 9.9505 32.5170 -0.26
F -9.2997 8.2432 32.9001 -0.28
C -6.9696 11.0020 33.6914 -0.24
C -5.5779 10.3719 33.7473 -0.39
H -5.4981 9.7390 34.6133 0.35
H -5.6959 9.6794 32.8916 0.32
H -4.7807 11.1344 33.6192 -0.20
H -7.0310 12.0208 34.0291 0.27
H -7.3815 11.0070 32.6133 0.15
H -9.3621 10.0565 35.6317 0.16
C -5.1441 11.6847 26.9015 -0.01
O -3.7223 12.0301 26.6485 -0.20
O -5.5034 10.5375 26.4605 -0.82
C -5.2078 11.7202 28.4325 0.80
F -4.7345 12.8680 29.1297 -0.33
F -6.4126 11.5955 28.9501 -0.30
F -4.5886 10.6612 28.9421 -0.30
C -3.1820 11.2968 25.5498 -0.49
C -1.8552 12.0558 25.1208 -0.74
H -1.3356 12.1282 26.0775 0.01
H -1.2911 11.4402 24.3629 0.35
H -2.0559 13.0894 24.7774 0.25
H -3.8027 11.4309 24.6783 0.36
H -3.0020 10.2302 25.6192 0.31
H -5.6711 12.5736 26.4483 0.14
C 1.0996 8.9873 34.6980 -0.36
O 2.1112 8.6939 35.6512 0.34
O 0.0768 9.8579 34.9846 -0.30
C 1.7027 9.5420 33.3926 0.62
F 0.7285 10.2831 32.6938 -0.22
F 2.7557 10.3341 33.5388 -0.29
F 1.9523 8.4895 32.7146 -0.27
C 2.6973 7.4815 35.5111 -0.35
C 3.5410 7.0177 36.6427 -1.05
H 2.8571 7.1368 37.4621 0.21
H 3.6640 5.9417 36.5082 0.50
H 4.5214 7.4606 36.7564 0.19
H 3.2845 7.3648 34.5460 0.25
H 1.8801 6.7181 35.3603 0.35
H 0.7367 8.0284 34.2464 0.41

---

19
Properties=species:S:1:pos:R:3:mulliken_charge:R:1 method="wB97M-V/def2-TZVPD" multiplicity=2 lumo_energy_ev="-3.56 / -8.47" total_charge=+1 de_lowest_ev=2.592
C 2.1440 0.4676 2.4270 -0.72
S 2.5988 0.7888 0.7277 0.40
C 2.6610 -0.8585 -0.0510 -0.71
H 2.5613 1.4076 2.8941 0.33
H 2.8254 -0.4793 2.9313 0.39
H 1.0548 0.5150 2.2982 0.32
H 3.2984 -1.5824 0.6011 0.33
H 1.6042 -1.2016 -0.0442 0.31
H 2.9928 -0.9342 -1.1263 0.35
C -1.4863 0.3019 -1.8640 -1.21
C -2.7785 -0.1528 -1.0866 -0.17
N -2.5769 0.0956 0.3552 -0.48
H -1.1759 1.3331 -1.8110 0.41
H -0.5901 -0.3691 -1.8147 0.23
H -1.7039 0.3505 -2.9017 0.40
H -3.6618 0.4598 -1.4503 0.26
H -2.8765 -1.2008 -1.2965 0.21
H -3.2772 0.6604 0.8270 0.23
H -1.6135 0.3982 0.3849 0.14

---

9
Properties=species:S:1:pos:R:3:mulliken_charge:R:1 method="wB97M-V/def2-TZVPD" lumo_energy_ev=-1.58 de_lowest_ev=0.382
C -0.6463 -0.8885 0.1958 0.13
C -0.9647 0.4736 -0.1412 1.15
O -1.4359 -0.5841 -0.8551 -0.40
O 1.3162 -0.4747 -0.9963 -0.41
O 1.8189 0.6217 1.1119 -0.31
O -0.3673 -1.7766 0.8606 -0.43
F -1.8788 1.1485 0.6063 -0.24
F -0.1478 1.3940 -0.7045 -0.21
S 2.3059 0.0860 -0.0775 0.72

---

26
Properties=species:S:1:pos:R:3:mulliken_charge:R:1 method="wB97M-V/def2-TZVPD" lumo_energy_ev=0.59 smiles=CCO[C@@H]1OC[C@H](O)[C@H](O)[C@H]1O de_lowest_ev=1.098
C -3.3239 0.0166 0.0501 -1.37
C -2.1196 -0.9326 0.2611 -0.37
C -0.3887 0.6677 -0.3769 0.26
C 1.0358 -1.1631 -1.0701 -0.90
C 2.2590 -0.4219 -0.3512 -0.02
C 1.7623 0.5290 0.8342 -0.06
C 0.7806 1.5259 0.2823 -0.57
H -3.3822 0.8665 0.7333 0.36
H -4.2939 -0.5527 0.1426 0.34
H -3.5562 0.5540 -0.8483 0.43
H -2.0347 -1.6008 -0.5691 0.28
H -2.4158 -1.5195 1.0725 0.43
H -1.2349 1.3012 -0.8185 0.37
H 1.3632 -1.5935 -1.9522 0.54
H 0.4566 -1.9151 -0.4063 0.37
H 2.6113 0.2209 -1.1207 0.34
H 2.7405 -2.3044 -0.2409 0.37
H 2.6770 1.0251 1.2699 0.41
H 0.2432 0.0497 1.9683 0.39
H 0.3324 1.9538 1.1331 0.42
H 1.6647 3.0816 -0.3560 0.39
O -0.9918 -0.2221 0.5571 -0.30
O 0.0618 -0.1161 -1.5560 -0.47
O 3.1208 -1.4818 0.1169 -0.56
O 1.1880 -0.2006 1.8968 -0.61
O 1.4445 2.2324 -0.6521 -0.48

---

92
Properties=species:S:1:pos:R:3:mulliken_charge:R:1 method="wB97M-V/def2-TZVPD" multiplicity=4 lumo_energy_ev="2.33 / 2.33" total_charge=-1 de_lowest_ev=0.273
V 0.8538 -0.6910 -0.2096 0.07
C 0.1302 2.7681 2.0902 -1.11
C -0.5047 1.5614 2.7890 0.73
C -0.6361 1.8329 4.2863 -1.60
P 0.2988 -0.0180 2.2133 0.68
C 1.8491 -0.3106 3.2037 1.19
C 2.7503 0.9246 3.1951 -1.31
C 1.6992 -0.8686 4.6164 -1.67
C -0.8740 -1.3358 2.6451 0.58
C -1.4156 -1.5062 3.9209 -0.57
C -2.4143 -2.4234 4.1881 -1.22
C -2.9081 -3.1806 3.1258 -0.94
C -2.3928 -3.0543 1.8570 -1.13
C -1.3277 -2.1580 1.5678 -0.09
N -0.7865 -2.0027 0.3373 1.58
C -1.2721 -2.6949 -0.7754 -1.29
C -1.3070 -4.0846 -0.9044 0.34
C -1.6439 -4.6638 -2.1180 -0.99
C -1.9540 -3.8750 -3.2186 -1.12
C -1.9221 -2.4915 -3.1004 -1.38
C -1.5924 -1.8976 -1.8887 -0.06
P -1.2277 -0.1368 -1.5769 3.18
C -2.5573 0.4463 -0.4102 1.90
C -2.5776 1.9737 -0.3442 -1.05
C -3.9514 -0.1496 -0.5797 -1.76
C -1.5169 0.6538 -3.2286 0.63
C -2.9694 0.7746 -3.6891 -1.95
C -0.7855 1.9898 -3.3504 -1.34
H -0.5238 3.6400 2.1893 0.53
H 1.0902 3.0270 2.5390 0.33
H 0.3094 2.5802 1.0321 -0.45
H -1.5133 1.4347 2.3766 0.32
H 0.3431 1.9336 4.7571 0.20
H -1.1651 2.7790 4.4343 0.48
H -1.1952 1.0613 4.8123 0.34
H 2.3513 -1.0755 2.6023 0.10
H 2.3729 1.6953 3.8702 0.16
H 3.7522 0.6511 3.5317 0.52
H 2.8486 1.3541 2.1990 0.07
H 1.1724 -0.1753 5.2756 0.20
H 1.1661 -1.8180 4.6209 0.37
H 2.6920 -1.0372 5.0430 0.50
H -1.0415 -0.9008 4.7355 0.27
H -2.8097 -2.5365 5.1888 0.42
H -3.7166 -3.8836 3.2945 0.38
H -2.8111 -3.6481 1.0569 0.40
H -1.0090 -4.7011 -0.0647 0.62
H -1.6344 -5.7433 -2.2132 0.41
H -2.1917 -4.3329 -4.1702 0.40
H -2.1282 -1.8858 -3.9737 0.29
H -2.1698 0.0844 0.5456 -1.22
H -3.0457 2.4110 -1.2282 0.31
H -3.1507 2.3044 0.5267 0.52
H -1.5666 2.3786 -0.2589 -0.16
H -4.4523 0.2235 -1.4729 0.31
H -3.9098 -1.2378 -0.6407 0.28
H -4.5698 0.1126 0.2836 0.47
H -1.0083 -0.0456 -3.8950 0.48
H -3.5029 1.5429 -3.1277 0.33
H -2.9970 1.0664 -4.7431 0.45
H -3.5208 -0.1593 -3.5832 0.34
H -1.2752 2.7638 -2.7571 0.16
H 0.2454 1.9138 -3.0051 0.19
H -0.7888 2.3216 -4.3929 0.51
C 0.3267 4.9839 -1.5531 -1.26
C 1.5627 4.2184 -1.2302 0.19
N 1.6240 2.9320 -0.9778 -0.04
C 2.9452 2.6559 -0.7248 0.77
C 3.6873 3.8110 -0.8168 0.10
N 2.7878 4.7876 -1.1472 -0.03
C 5.1069 4.2170 -0.6428 0.55
O 5.9545 3.2894 -0.2931 -0.60
O 5.4082 5.3827 -0.8269 -0.69
C 3.4305 1.2896 -0.3508 -0.24
O 4.6401 1.1716 -0.0467 -0.95
O 2.5996 0.3555 -0.3337 0.19
H -0.5388 4.3852 -1.2794 0.07
H 0.2650 5.2106 -2.6193 0.31
H 0.2907 5.9243 -1.0010 0.45
H 3.0618 5.7482 -1.2810 0.23
H 5.4598 2.3792 -0.1791 0.41
Cl 1.4142 -1.0644 -3.8609 -0.22
C 1.6584 -2.4836 -2.8639 1.01
C 1.6375 -2.3271 -1.4875 -2.17
C 1.9713 -3.4706 -0.7815 1.50
Cl 2.0647 -3.3258 0.9694 -0.30
C 2.2105 -4.7140 -1.3527 -0.09
Cl 2.5569 -6.1027 -0.3837 -0.22
C 2.1363 -4.8322 -2.7378 0.44
Cl 2.3726 -6.3669 -3.4944 -0.23
C 1.8734 -3.7004 -3.5057 -0.07
Cl 1.8012 -3.8355 -5.2279 -0.22

---

79
Properties=species:S:1:pos:R:3:mulliken_charge:R:1 method="wB97M-V/def2-TZVPD" lumo_energy_ev=3.98 total_charge=-2 de_lowest_ev=0.451
Pd -0.3397 -1.4227 -0.1285 0.11
C 1.6563 0.5589 -1.7521 -1.31
C 1.8254 0.8025 -0.2956 -0.09
N 1.2451 0.1234 0.6701 0.98
C 1.7200 0.6531 1.8545 -0.26
C 2.5955 1.6811 1.5828 0.27
N 2.6408 1.7502 0.2226 0.05
C 3.4391 2.6659 2.3590 0.70
O 3.3603 2.6126 3.6187 -0.81
O 4.0886 3.4687 1.6697 -0.79
C 1.3056 0.1149 3.1783 0.04
O 1.8463 0.6960 4.2337 -0.65
O 0.6051 -0.8692 3.2872 -0.61
H 0.7452 -0.0227 -1.8994 0.06
H 2.5068 -0.0009 -2.1518 0.40
H 1.5613 1.4972 -2.3012 0.32
H 3.2132 2.4399 -0.2380 0.25
H 2.4695 1.4826 3.9877 0.47
C -7.5648 3.5822 -1.3093 -1.44
C -6.5722 2.4591 -1.1610 1.19
C -5.6521 2.1783 -2.1682 -0.84
C -4.7199 1.1634 -2.0216 -0.51
C -4.6988 0.4055 -0.8591 -0.46
C -5.6046 0.6742 0.1532 -0.22
C -6.5355 1.6930 -0.0014 -0.71
S -3.4715 -0.8933 -0.6916 1.48
O -3.7246 -1.8145 -1.7771 -0.76
O -3.6768 -1.4153 0.6472 -0.73
N -2.1202 -0.1410 -0.9762 -0.83
C -1.7003 0.9137 -0.1724 0.41
C -1.9730 1.0316 1.2124 0.15
C -1.4297 2.0779 1.9196 -0.66
C -0.6416 3.0231 1.2664 -0.40
C -0.4697 2.8544 -0.0943 -0.43
N -0.9833 1.8578 -0.8102 -0.43
H -7.5728 3.9665 -2.3299 0.33
H -7.3225 4.4143 -0.6437 0.29
H -8.5773 3.2536 -1.0647 0.35
H -5.6594 2.7707 -3.0773 0.24
H -3.9913 0.9578 -2.7955 0.43
H -5.5645 0.0804 1.0569 0.48
H -7.2387 1.9002 0.7992 0.33
H -2.5229 0.2489 1.7122 0.53
H -1.5910 2.1394 2.9900 0.33
H -0.1657 3.8411 1.7899 0.44
H 0.1328 3.5696 -0.6524 0.40
C 3.5641 -3.0146 2.7724 -0.80
Si 2.2840 -4.3675 2.9487 0.32
C 1.9430 -4.6392 4.7809 -1.10
C 2.9589 -5.9765 2.2371 -1.10
C 0.7212 -3.8608 2.0855 -0.33
Te 0.9402 -3.6017 -0.0406 -0.10
C 0.1437 -5.5953 -0.4118 -0.81
Si -1.6724 -5.5631 -0.8604 0.21
C -2.2520 -7.3481 -1.1198 -1.07
C -2.6790 -4.8152 0.5187 -0.56
C -1.8955 -4.6378 -2.4679 -0.68
H 4.5341 -3.3310 3.1666 0.40
H 3.2484 -2.1194 3.3149 0.15
H 3.6964 -2.7377 1.7244 0.26
H 2.8592 -4.8771 5.3297 0.31
H 1.2348 -5.4574 4.9334 0.30
H 1.5122 -3.7341 5.2150 0.32
H 3.9213 -6.2257 2.6939 0.31
H 3.1053 -5.8853 1.1584 0.29
H 2.2739 -6.8092 2.4160 0.30
H 0.4040 -2.8797 2.4474 0.08
H -0.1151 -4.5498 2.2174 0.35
H 0.3432 -6.1627 0.4996 0.19
H 0.7509 -6.0304 -1.2102 0.51
H -2.1252 -7.9400 -0.2093 0.27
H -1.6856 -7.8363 -1.9181 0.28
H -3.3105 -7.3761 -1.3939 0.27
H -2.5053 -5.3410 1.4627 0.38
H -3.7459 -4.8734 0.2874 0.31
H -2.4387 -3.7594 0.6621 -0.06
H -1.2365 -5.0412 -3.2433 0.33
H -1.6763 -3.5765 -2.3293 0.09
H -2.9278 -4.7073 -2.8197 0.26